Entry 1:
Entry from OMol25: a molecular structure, C19H42MnP2Si in a non-equilibrium geometry (ωB97M-V/def2-TZVPD).

Results
2S+1: 4
DFT total energy: -2871.45449 hartree
⟨S²⟩: 4.1243
Net charge: +2
Strongest force on any atom: 6.43 eV Å⁻¹
Frontier orbital gap (spin up / spin down): 0.178 / 0.139 Ha
Energy relative to the best compared isomer or geometry (same formula, charge and spin): 0.0 kcal/mol

Last column: natural (NBO) charge in e.
CARTESIAN COORDINATES (ANGSTROEM)
P: -1.62 3.83 -3.12  1.56
P: -2.54 0.23 -4.08  1.56
C: -2.13 2.90 -4.52  -0.81
C: -3.23 1.91 -4.38  -0.75
H: -0.56 2.32 -4.83  0.25
H: -2.19 3.49 -5.44  0.28
H: -4.00 2.15 -3.61  0.23
H: -3.76 1.81 -5.34  0.28
C: -2.95 -0.54 -5.68  -0.95
H: -2.90 -1.62 -5.59  0.27
H: -2.25 -0.21 -6.45  0.26
H: -3.96 -0.25 -5.97  0.26
C: -3.53 -0.62 -2.88  -0.99
H: -4.42 -1.02 -3.40  0.30
H: -3.86 0.10 -2.10  0.27
H: -2.95 -1.44 -2.44  0.29
C: -0.86 5.30 -3.91  -0.95
H: -0.32 5.90 -3.17  0.25
H: -1.69 5.90 -4.33  0.26
H: -0.17 5.02 -4.72  0.26
C: -2.97 4.59 -2.26  -0.94
H: -3.85 3.95 -2.30  0.27
H: -3.18 5.53 -2.79  0.30
H: -2.70 4.82 -1.23  0.27
Mn: -2.31 -0.39 0.40  0.95
C: -0.69 0.30 -4.30  -0.49
C: -0.01 1.37 -5.11  -0.41
C: 1.51 1.42 -4.84  -0.38
C: 1.99 2.15 -3.55  -0.54
C: 1.15 3.22 -3.10  0.20
C: -0.09 3.11 -2.42  -0.65
C: -0.65 1.67 -2.01  -0.43
C: -0.25 0.41 -2.81  -0.47
C: -1.44 1.20 1.45  -1.01
H: -0.41 -0.71 -4.66  0.27
H: -0.20 1.20 -6.18  0.24
H: 1.96 1.93 -5.70  0.25
H: 1.90 0.39 -4.83  0.23
H: 2.24 1.44 -2.74  0.28
H: 2.97 2.58 -3.81  0.27
H: 1.59 4.24 -3.14  0.24
H: -0.04 3.73 -1.49  0.33
H: -1.76 1.71 -1.90  0.19
H: -0.32 1.53 -0.97  0.28
H: 0.83 0.25 -2.71  0.24
H: -0.69 -0.43 -2.25  0.29
H: -2.24 1.59 2.12  0.21
H: -1.10 1.99 0.77  0.17
H: -0.57 0.84 2.01  0.23
C: -1.44 -1.76 2.56  -1.09
Si: -0.08 -2.30 1.39  1.63
C: 1.60 -1.66 1.95  -1.11
C: 0.11 -4.15 1.50  -1.11
C: -0.59 -1.63 -0.29  -1.38
H: -0.97 -1.21 3.38  0.27
H: -1.94 -2.66 2.94  0.26
H: -2.27 -1.11 2.17  0.13
H: 2.09 -2.42 2.59  0.26
H: 2.25 -1.48 1.09  0.23
H: 1.53 -0.73 2.54  0.24
H: -0.85 -4.63 1.70  0.24
H: 0.53 -4.55 0.57  0.24
H: 0.79 -4.42 2.32  0.25
H: 0.36 -1.26 -0.73  0.22
H: -0.88 -2.46 -0.96  0.22



Entry 2:
Entry from OMol25: a molecular structure, C19H42N5O4PdSSi3 in a non-equilibrium geometry (ωB97M-V/def2-TZVPD).

Results
2S+1: 3
DFT total energy: -2718.21709 hartree
⟨S²⟩: 2.0065
Net charge: +1
Strongest force on any atom: 1.16 eV Å⁻¹
Frontier orbital gap (spin up / spin down): 0.279 / 0.296 Ha
Energy relative to the best compared isomer or geometry (same formula, charge and spin): 13.6 kcal/mol

Last column: Löwdin spin population.
CARTESIAN COORDINATES (ANGSTROEM)
Pd: -0.02 0.58 0.24  1.22
N: 2.40 -0.08 0.42  0.06
N: 2.78 -0.29 1.75  0.00
C: 1.86 -0.30 2.72  0.01
N: 2.23 -0.58 3.97  0.00
N: 0.61 -0.08 2.33  0.06
N: -0.44 -0.03 3.20  0.00
O: -1.53 0.11 2.68  0.00
O: -0.26 -0.11 4.41  0.01
H: 2.10 -0.94 -0.04  0.00
H: 3.16 0.36 -0.08  0.00
H: 3.72 -0.62 1.94  0.00
H: 3.20 -0.65 4.22  0.00
H: 1.51 -0.51 4.68  0.00
C: -3.50 0.09 -0.38  0.01
O: -2.32 0.89 -0.34  0.06
Si: -2.29 2.51 0.08  0.05
C: -3.25 3.48 -1.23  0.01
C: -3.24 2.74 1.69  0.00
C: -0.42 2.74 0.03  0.31
Si: 0.41 3.65 1.45  0.04
C: -0.10 5.46 1.27  0.02
C: -0.11 3.10 3.20  0.00
C: 2.30 3.47 1.42  0.00
Si: 0.34 2.68 -1.70  0.06
C: -0.28 1.12 -2.64  0.03
C: -0.11 4.26 -2.64  0.02
C: 2.23 2.61 -1.85  0.00
H: -4.32 0.64 -0.85  0.00
H: -3.80 -0.19 0.63  0.00
H: -3.29 -0.80 -0.96  0.00
H: -4.32 3.34 -1.10  0.00
H: -2.99 3.17 -2.24  0.00
H: -3.05 4.55 -1.13  0.00
H: -4.31 2.69 1.48  0.00
H: -3.03 3.70 2.17  0.00
H: -3.01 1.94 2.41  0.00
H: -1.18 5.57 1.41  0.00
H: 0.14 5.86 0.28  0.00
H: 0.40 6.08 2.01  0.00
H: -1.08 2.60 3.22  0.00
H: -0.19 3.97 3.84  0.00
H: 0.63 2.43 3.65  0.00
H: 2.76 4.23 0.79  0.00
H: 2.60 2.49 1.05  0.00
H: 2.71 3.60 2.43  0.00
H: -1.33 1.22 -2.91  0.00
H: -0.19 0.21 -2.03  0.00
H: 0.30 0.96 -3.55  0.00
H: -1.18 4.44 -2.72  0.00
H: 0.30 4.22 -3.66  0.00
H: 0.34 5.12 -2.15  0.00
H: 2.66 1.66 -1.55  0.00
H: 2.70 3.40 -1.27  0.00
H: 2.49 2.77 -2.89  0.00
C: -4.59 -3.45 4.04  0.00
C: -3.35 -3.42 3.21  0.00
C: -3.41 -3.16 1.84  0.00
C: -2.26 -3.08 1.08  0.00
C: -1.03 -3.30 1.68  0.00
C: -0.94 -3.58 3.03  0.00
C: -2.10 -3.64 3.79  0.00
S: 0.46 -3.20 0.69  0.00
C: 0.05 -4.59 -0.40  0.00
O: 0.38 -1.97 -0.17  0.00
H: -5.48 -3.63 3.43  0.00
H: -4.72 -2.49 4.55  0.00
H: -4.53 -4.22 4.81  0.00
H: -4.37 -3.02 1.37  0.00
H: -2.31 -2.84 0.02  0.00
H: 0.03 -3.75 3.49  0.00
H: -2.04 -3.84 4.85  0.00
H: -0.94 -4.45 -0.82  0.00
H: 0.09 -5.49 0.21  0.00
H: 0.80 -4.63 -1.19  0.00